## A
Formula: C5H10NO
Source: the OMol25 dataset
Level of theory: ωB97M-V/def2-TZVPD

- HOMO-LUMO gap (eV) = 9.470
- total charge = +1

Last column: Mulliken charge in e.
Element x y z (Å)
N -1.058 0.354 0.129  0.05
H 1.521 -1.515 0.012  0.31
H 3.387 0.879 -0.407  0.29
C -1.208 -0.741 1.084  -1.01
H -2.157 -0.619 1.608  0.40
H -2.692 1.389 -0.730  0.36
H -1.213 -1.688 0.545  0.40
H -0.398 -0.738 1.810  0.42
H -1.631 0.582 -1.903  0.39
C -0.125 1.184 0.192  0.72
O 0.620 2.034 0.248  -0.17
C 1.923 -0.629 -0.455  -0.83
C -2.083 0.504 -0.915  -0.94
C 2.940 0.026 0.074  -0.40
H 1.522 -0.382 -1.426  0.39
H -2.717 -0.378 -0.888  0.36
H 3.367 -0.262 1.022  0.25

=====

## B
Formula: C5H10NO
Source: the OMol25 dataset
Level of theory: ωB97M-V/def2-TZVPD

- HOMO-LUMO gap (eV) = 11.911
- SMILES = CC[N@@H+]1C=C[C@H]1O
- total charge = +1

Last column: Mulliken charge in e.
Element x y z (Å)
H -0.456 1.586 -0.065  0.45
N 0.223 -0.585 -0.350  -0.17
H -1.889 1.558 -1.868  0.40
C 1.241 1.009 -1.293  -0.33
C 1.438 -0.238 -0.880  -0.56
H -0.424 -1.320 -0.764  0.41
O -1.121 0.883 -1.914  -0.51
H -1.250 -1.169 2.506  0.37
C -1.019 -0.602 1.640  -1.08
H 2.235 -0.932 -0.840  0.51
C -0.237 0.981 -0.882  0.15
C 0.306 -0.758 1.082  -0.62
H 1.900 1.712 -1.814  0.40
H -1.614 -0.836 0.841  0.34
H 0.696 -1.658 1.294  0.53
H 1.039 -0.085 1.452  0.38
H -1.067 0.454 1.856  0.34

=====

Which structure is the most stable? The one labeled A.

=====

## A
Formula: C5H10NO
Source: the OMol25 dataset
Level of theory: ωB97M-V/def2-TZVPD

- HOMO-LUMO gap (eV) = 10.256
- SMILES = CO/C(C)=C1/C[NH2+]1
- total charge = +1

Last column: Mulliken charge in e.
Element x y z (Å)
H -3.225 -1.728 0.223  0.30
H -3.176 -0.551 -0.871  0.41
O -1.283 -0.898 0.002  -0.43
C -2.823 -0.744 0.056  -0.76
H 3.187 0.685 0.837  0.26
C 2.466 0.332 -0.020  -0.38
H -0.897 1.949 0.957  0.27
C -0.208 0.024 0.107  0.60
H 0.329 2.002 -0.414  0.33
C 1.146 -0.175 0.194  -0.04
H 2.236 -1.605 -0.866  0.32
H -3.231 0.032 0.734  0.33
H 2.637 0.624 -1.021  0.30
H -1.373 1.291 -0.699  0.35
H 2.588 -1.639 0.735  0.26
N 2.193 -1.110 0.051  -0.13
C -0.564 1.511 -0.004  -0.99

=====

## B
Formula: C5H10NO
Source: the OMol25 dataset
Level of theory: ωB97M-V/def2-TZVPD

- HOMO-LUMO gap (eV) = 11.096
- SMILES = C=C1C[C@]1([NH3+])CO
- total charge = +1

Last column: Mulliken charge in e.
Element x y z (Å)
C -1.546 -0.352 0.125  -0.78
H -1.724 -1.300 -0.234  0.44
C 1.112 -0.824 1.040  -0.74
C -0.050 0.040 0.413  0.53
O -1.955 0.642 -0.989  -0.58
H -1.110 1.751 0.149  0.39
H -2.267 -0.117 0.905  0.29
H 1.814 -0.314 1.713  0.25
H 1.475 -0.309 -2.380  0.30
H 0.549 2.171 0.593  0.33
H 2.453 -1.546 -1.418  0.27
C 1.132 -0.501 -0.357  0.28
N -0.245 1.544 0.711  -0.21
H -1.624 0.206 -1.799  0.33
H -0.661 1.489 1.594  0.36
H 0.946 -1.769 1.422  0.29
C 1.701 -0.810 -1.489  -0.75

=====

## C
Formula: C5H10NO
Source: the OMol25 dataset
Level of theory: ωB97M-V/def2-TZVPD

- HOMO-LUMO gap (alpha / beta) (eV) = 8.724 / 8.725
- total charge = +1

Last column: Mulliken charge in e.
Element x y z (Å)
N -1.173 0.354 -0.035  -0.05
H 2.510 -1.161 -1.788  0.36
H -0.296 -0.114 1.626  0.29
C -3.016 -0.019 -1.636  -0.95
H 2.055 0.986 -0.535  0.37
C -0.145 0.012 0.557  -0.35
H -2.212 1.826 -0.664  0.40
H 1.457 -2.079 -0.634  0.42
C -2.162 0.763 -0.741  0.01
H -4.055 -0.023 -1.179  0.30
C 1.758 -1.215 -1.100  -1.08
H 0.811 -1.030 -1.657  0.31
H -3.170 0.582 -2.471  0.32
H -2.575 -0.994 -1.702  0.31
H 2.970 0.593 1.311  0.40
C 2.099 -0.068 -0.167  0.23
O 2.736 -0.228 0.921  -0.32

=====

Which structure is the most stable? The one labeled B.

=====

## A
Formula: C5H10NO
Source: the OMol25 dataset
Level of theory: ωB97M-V/def2-TZVPD

- HOMO-LUMO gap (eV) = 10.734
- total charge = +1

Last column: Mulliken charge in e.
Element x y z (Å)
C 1.903 0.356 -1.501  -0.36
N 1.468 1.094 -0.327  -0.21
C 0.572 0.876 -1.590  0.44
C -1.619 -1.141 1.031  0.09
H -0.987 0.698 -2.821  0.28
H 2.234 -0.657 -1.168  0.25
H -0.095 -1.819 2.175  0.25
H 2.637 0.846 -2.081  0.30
O -1.071 -0.630 0.044  -0.49
H 1.084 0.585 0.384  0.23
H -0.803 -0.259 2.766  0.27
C -1.022 -1.246 2.393  -0.92
H -1.589 -1.675 3.143  0.36
H -1.436 1.483 -1.299  0.26
H -2.538 -1.634 0.798  0.45
C -0.647 1.079 -1.922  -0.55
H 1.909 2.044 -0.023  0.34

=====

## B
Formula: C5H10NO
Source: the OMol25 dataset
Level of theory: ωB97M-V/def2-TZVPD

- HOMO-LUMO gap (eV) = 7.942
- SMILES = [NH3+]/C=C/CCC=O
- total charge = +1

Last column: Mulliken charge in e.
Element x y z (Å)
H -0.768 0.300 -1.205  0.35
H 0.024 -0.749 -2.790  0.32
H -0.874 2.205 1.092  0.35
H -2.320 0.898 2.286  0.38
C 0.412 0.561 0.462  -0.27
N -1.395 0.538 2.363  -0.31
H 0.480 1.551 -1.414  0.36
H 1.394 0.258 0.753  0.44
H 2.034 -2.448 -1.470  0.36
C 1.079 -1.984 -1.218  0.03
C 0.222 0.520 -1.025  -0.42
H -1.009 0.838 3.309  0.38
C 0.754 -0.626 -1.897  -0.56
O 0.183 -2.421 -0.440  -0.49
H 1.731 -0.271 -2.297  0.30
C -0.443 1.219 1.287  -0.53
H -1.503 -0.388 2.202  0.32

=====

Which structure is the most stable? The one labeled A.